[1]
This record from the Open Molecules 2025 dataset describes C41H51MoN4PTe as an isolated structure. The level of theory is the ωB97M-V functional and the def2-TZVPD basis.

Summary:
- HOMO (alpha / beta) (hartree) = -0.4706 / -0.4705
- multiplicity = 3
- expectation value of S² = 2.26
- LUMO level (alpha / beta) (eV) = -6.94 / -6.89
- total charge = +2

Structure (XYZ):
```
99
C41H51MoN4PTe, DFT the ωB97M-V functional and the def2-TZVPD basis
C 2.456 -1.437 -1.752
H -1.708 -3.926 -1.613
C 1.941 2.331 1.269
P 0.430 -0.440 2.537
H -3.864 0.664 2.449
H 1.212 5.439 3.466
C -6.756 -2.640 3.103
H -2.249 -2.582 -2.594
H -1.440 -1.521 -4.184
Te -2.621 -1.700 0.728
H 3.326 -3.842 -0.179
H 3.710 -2.262 0.482
H 4.257 -0.355 -2.334
C 5.921 1.534 -1.206
H 4.026 2.774 1.642
C -0.395 -1.222 -4.198
C -0.233 -2.020 3.154
C -5.978 -1.543 3.461
H -0.008 -2.863 2.509
H -5.030 1.938 -2.003
H -0.342 -0.185 -4.519
C -4.730 -4.154 0.276
H 0.407 -4.911 -0.535
C -4.364 -2.102 1.775
C 0.624 -2.809 -0.887
C -3.428 2.214 -0.616
C -0.160 -2.448 -2.001
H -8.015 -3.935 4.254
H -8.878 -2.929 3.104
H 0.709 -4.006 0.923
H 4.184 -2.054 -2.763
C -2.146 1.793 -0.255
H 0.213 -2.192 4.136
C -8.045 -2.940 3.809
N -1.472 2.449 0.725
H 6.537 0.243 0.393
C -3.996 -0.052 3.264
H 6.924 1.676 -1.585
H -1.186 -3.801 -3.286
C 4.849 2.171 -1.820
H 3.535 4.701 3.065
H -3.002 -0.342 3.611
H 0.092 -1.819 -4.974
C -0.361 0.715 3.696
H -6.314 -0.897 4.264
C 3.000 3.053 1.829
C 1.581 -0.881 -2.701
H -3.776 -4.640 0.491
C 4.417 0.553 0.397
Mo 0.342 0.222 0.087
C 3.350 1.190 -0.219
C -6.314 -3.462 2.068
C -4.784 -1.254 2.820
H -3.811 0.122 -3.235
C 0.319 -1.473 -2.889
H -4.502 0.455 4.083
C -5.134 -3.221 1.387
C 2.716 4.147 2.625
N 2.043 1.204 0.407
C -4.043 1.624 -1.690
C 3.937 -1.329 -1.980
H -0.882 -3.950 0.176
H 2.933 0.674 -3.357
H 2.620 0.464 3.017
C 3.565 2.009 -1.320
C 0.647 2.753 1.528
C 0.350 3.876 2.295
C -1.396 -3.227 -2.379
H 2.728 2.540 -1.758
C 1.401 4.566 2.857
N -1.487 0.796 -0.903
H -1.312 -1.940 3.268
H -1.371 0.951 3.363
C -2.119 0.235 -1.964
H 2.144 -0.792 4.177
H 5.016 2.811 -2.676
H 2.329 -0.347 -4.654
H 4.533 -1.582 -1.113
C 2.148 -0.511 3.123
H 4.250 -0.041 1.284
H -4.624 -3.622 -0.671
C 0.187 -3.969 -0.025
H -0.679 4.176 2.435
C 2.060 0.134 -3.710
C 1.944 -2.311 -0.771
H 2.713 -1.250 2.558
H 0.209 1.635 3.794
C 2.889 -2.928 0.232
H -3.878 3.014 -0.045
H -6.915 -4.319 1.786
H -5.480 -4.931 0.146
C -3.363 0.618 -2.386
H -0.410 0.225 4.670
N -0.285 1.962 0.846
H 2.398 -3.207 1.160
H -1.597 -0.567 -2.449
H 1.287 0.868 -3.931
H -8.251 -2.217 4.595
C 5.703 0.729 -0.097
```

---

[2]
This record from the Open Molecules 2025 dataset describes a 2-piece molecular cluster, C16H33BN6O5P overall. The level of theory is the ωB97M-V functional and the def2-TZVPD basis.

Summary:
- HOMO (hartree) = -0.4158
- LUMO level (eV) = -1.96
- total charge = +1

Structure (XYZ):
```
62
C16H33BN6O5P, DFT the ωB97M-V functional and the def2-TZVPD basis
C -4.159 -3.228 2.975
H -2.286 -4.755 -0.103
C -0.919 -0.994 0.321
H -1.600 -0.307 -0.179
H -4.081 -1.080 2.876
H -0.300 -3.519 -0.990
C -1.526 -0.644 2.567
H 3.854 1.866 -0.361
N -0.341 3.085 0.247
H 0.194 0.826 0.588
P 3.892 3.209 -2.869
H -5.038 -3.272 3.618
O 3.674 3.901 0.061
N 1.667 5.255 -1.545
H -1.553 3.364 -3.090
H 4.921 1.321 -2.189
H 3.692 4.480 -4.555
H 2.547 5.477 -1.999
H 1.187 -0.606 0.736
O 3.971 5.183 1.671
C 3.072 2.652 -0.266
C 1.260 3.857 -1.729
H -3.228 -2.617 0.340
B 0.319 3.733 -3.060
H -1.360 -5.722 -1.236
H -1.791 -1.088 3.524
C -4.166 -1.921 2.184
N 3.864 4.045 1.436
H 0.572 -0.961 2.956
H 0.453 -4.385 1.823
O -0.744 2.825 -3.133
H 0.613 3.972 -4.957
H -0.905 -2.934 2.950
H 0.109 0.735 2.945
H 0.866 -2.865 1.100
C -0.163 -4.261 -0.200
H 4.038 1.012 -3.571
H -4.191 -4.094 2.311
H 2.343 2.283 0.475
H -3.287 -3.304 3.625
O 3.334 3.596 -4.385
H -1.212 -6.035 0.495
N 1.336 0.494 -2.264
C 1.831 1.469 -2.030
H 0.953 5.906 -1.859
H -5.155 -1.823 1.730
N 4.677 1.672 -3.114
C 0.299 3.530 -0.555
C -0.074 -0.227 2.468
H -1.966 -3.746 1.837
H 0.755 -4.794 -0.461
C -1.152 -3.030 1.893
C 2.440 2.827 -1.697
H -2.189 0.193 2.343
C -1.323 -5.249 -0.255
H -0.589 -1.718 -0.412
C 0.061 -3.600 1.168
H -3.404 -0.873 0.505
C -3.159 -1.787 1.045
O 0.559 4.533 -4.168
N -1.696 -1.671 1.451
C 0.205 -0.194 0.969
```

---

[3]
This record from the Open Molecules 2025 dataset describes a 2-piece molecular cluster, C4H5NO4 overall. The level of theory is the ωB97M-V functional and the def2-TZVPD basis.

Summary:
- HOMO (hartree) = -0.2964
- LUMO level (eV) = 0.50

Structure (XYZ):
```
14
C4H5NO4, DFT the ωB97M-V functional and the def2-TZVPD basis
O -1.140 2.104 -0.585
O 0.800 0.178 -1.163
C -0.320 -1.299 0.492
C -0.163 -0.073 -0.177
H -1.708 2.813 -0.119
H 0.578 -3.123 0.395
H 0.696 -2.163 -0.929
C -1.069 0.913 0.129
O -2.106 0.710 0.966
O 2.750 0.307 0.977
C 2.539 1.019 0.116
N 0.388 -2.269 -0.067
H 0.769 1.077 -1.310
H -2.013 -0.193 1.274
```

---

[4]
This record from the Open Molecules 2025 dataset describes C13H27NSi2Ti as an isolated structure. The level of theory is the ωB97M-V functional and the def2-TZVPD basis.

Summary:
- HOMO (alpha / beta) (hartree) = -0.5510 / -0.5508
- LUMO level (alpha / beta) (eV) = -8.17 / -8.16
- total charge = +2

Structure (XYZ):
```
44
C13H27NSi2Ti, DFT the ωB97M-V functional and the def2-TZVPD basis
H 0.417 -1.446 -2.349
H 0.592 -3.064 -4.040
H -0.872 -1.268 -3.763
C 2.898 -0.228 0.180
C 1.354 3.840 0.116
C 1.164 -2.687 0.549
C 0.871 2.717 0.780
H -3.100 -2.018 2.213
H -2.528 2.104 1.411
C 0.271 2.936 -1.874
H 2.296 -1.245 3.284
C 0.134 1.698 0.133
H -0.034 -1.637 -4.829
H -2.378 -0.452 -1.673
H 1.129 2.568 1.846
C 1.461 -0.695 2.841
H 1.268 -2.905 -0.518
H 1.935 4.618 0.560
C -2.631 1.158 1.960
H -1.449 -1.996 2.736
Si 1.337 -0.869 0.986
H -3.681 1.031 2.196
H -3.673 0.347 -0.711
H 1.480 -1.510 -4.344
C 1.005 3.926 -1.244
H -1.870 -2.730 1.226
H -2.086 1.294 2.898
H 3.771 -0.416 0.817
H 2.867 0.842 -0.015
C -2.912 -0.417 -0.663
H 0.224 -3.134 0.892
C 0.492 -1.965 -3.997
Ti -0.564 -0.082 -1.229
H 0.047 2.947 -2.920
Si -1.933 -0.237 0.945
H 1.979 -3.220 1.065
C -2.081 -1.872 1.872
H 3.084 -0.738 -0.772
C -0.181 0.303 0.587
H 1.592 0.357 3.127
H 0.546 -1.048 3.363
H -3.492 -1.397 -0.557
H 1.346 4.780 -1.875
N -0.096 1.812 -1.208
```

---

[5]
This record from the Open Molecules 2025 dataset describes a 3-piece molecular cluster, C12H23I2O9P overall. The level of theory is the ωB97M-V functional and the def2-TZVPD basis.

Summary:
- HOMO (hartree) = -0.3516
- LUMO level (eV) = -0.30

Structure (XYZ):
```
47
C12H23I2O9P, DFT the ωB97M-V functional and the def2-TZVPD basis
H 1.670 2.694 0.292
H 2.003 3.588 -1.177
C 2.481 1.328 -2.587
H 1.731 -6.967 -0.423
H -1.868 -6.379 -2.373
O 2.075 1.495 -1.307
O -2.877 -6.371 -2.359
H -1.930 3.438 2.726
H 1.909 3.332 -3.225
O -3.489 -3.373 -1.465
H 0.947 -6.462 -2.106
C 1.329 4.914 2.328
H 1.628 7.009 2.377
H -1.723 5.182 2.723
H 0.115 6.493 1.585
C 2.057 2.329 -3.619
C -0.318 4.117 3.991
O -2.656 -7.887 0.108
O -1.504 -3.439 -0.115
C -1.686 4.296 3.361
C 1.490 2.704 -0.788
H -2.456 4.392 4.132
H -1.124 -4.331 -2.019
H -0.452 3.627 -0.599
C 0.164 -5.304 -0.280
H -0.230 2.729 -2.112
H 2.296 -5.294 -1.275
O 3.121 0.330 -2.908
I 0.978 -2.543 -1.743
O 2.290 4.664 1.606
H -2.142 -7.413 0.844
I 0.741 -4.800 1.804
P -3.498 -6.597 -0.747
C -2.834 -4.018 -0.496
C 1.392 -6.034 -1.085
H -0.050 4.942 4.657
O 0.689 3.917 2.982
H -0.703 -6.109 -0.169
C -0.501 -4.020 -1.065
H 2.851 2.410 -4.368
H 1.140 1.981 -4.101
C 0.788 6.308 2.426
C -0.004 2.734 -1.043
H 0.273 6.518 3.362
H -0.322 3.212 4.607
O -3.308 -5.189 0.259
H -0.483 1.848 -0.614
```

---

[6]
This record from the Open Molecules 2025 dataset describes an isolated ion of composition C9H24N3 and charge +1. The level of theory is the ωB97M-V functional and the def2-TZVPD basis.

Summary:
- HOMO (hartree) = -0.4746
- LUMO level (eV) = -2.74
- total charge = +1

Structure (XYZ):
```
36
C9H24N3, DFT the ωB97M-V functional and the def2-TZVPD basis
N 0.967 -1.410 -0.982
C 0.062 -0.283 2.062
C -0.353 0.167 0.722
H -0.967 -0.024 -1.857
H -1.000 -3.348 -0.338
H 0.963 0.935 -1.950
H 1.284 -3.018 -2.220
C 0.487 1.368 0.160
H -0.728 3.114 0.614
H 1.544 -1.451 -2.885
H -0.218 2.315 1.948
C 0.322 1.519 -1.294
H 2.430 1.939 -0.393
H -0.810 1.705 -1.707
H -1.752 -2.336 0.826
H -2.210 1.058 -0.118
H 0.967 -0.864 1.982
H -2.346 -0.472 0.673
H -2.136 -1.204 -1.668
H -0.174 -2.948 1.189
H -0.521 -1.500 -2.345
C 1.967 1.241 0.352
H -2.201 0.940 1.566
H 2.313 0.333 0.016
C 0.139 2.621 0.991
N 1.018 -2.070 -2.201
C -1.813 0.454 0.723
H 0.744 2.502 -1.507
H -0.681 -0.802 2.569
H 2.284 1.523 1.290
C -0.271 -1.258 -0.349
H 0.826 3.356 0.986
H 1.571 -1.758 -0.290
H 0.125 0.605 2.628
N -1.088 -0.970 -1.568
C -0.781 -2.551 0.373
```

---

[7]
This record from the Open Molecules 2025 dataset describes a 2-piece molecular cluster, C9H11F3NO2 overall. The level of theory is the ωB97M-V functional and the def2-TZVPD basis.

Summary:
- HOMO (hartree) = -0.5156
- LUMO level (eV) = -6.59
- total charge = +1

Structure (XYZ):
```
26
C9H11F3NO2, DFT the ωB97M-V functional and the def2-TZVPD basis
H -2.343 1.957 -2.360
O 0.125 -3.388 -0.348
C -2.451 1.177 -1.602
H -1.352 -0.072 -2.600
C -0.795 -1.499 0.732
H -1.352 0.306 1.733
H -2.687 -1.821 1.432
H -0.072 2.235 1.907
F 3.514 1.058 0.834
N -1.884 -2.191 0.941
C 0.295 -2.238 -0.023
H -3.432 0.700 -1.724
H 1.659 1.899 2.052
H -2.391 1.630 -0.612
F 3.755 -0.161 -0.917
H 2.273 -1.954 -0.878
C -0.574 -0.189 1.170
F 2.590 1.642 -1.023
C 2.886 0.588 -0.250
C 0.590 0.487 0.894
C 1.626 -0.185 0.116
C 0.799 1.858 1.380
O -1.410 0.225 -1.684
C 1.500 -1.456 -0.309
H 1.044 2.534 0.560
H -1.914 -3.143 0.579
```

---

Repeat the second record exactly.
This record from the Open Molecules 2025 dataset describes a 2-piece molecular cluster, C16H33BN6O5P overall. The level of theory is the ωB97M-V functional and the def2-TZVPD basis.

Summary:
- HOMO (hartree) = -0.4158
- LUMO level (eV) = -1.96
- total charge = +1

Structure (XYZ):
```
62
C16H33BN6O5P, DFT the ωB97M-V functional and the def2-TZVPD basis
C -4.159 -3.228 2.975
H -2.286 -4.755 -0.103
C -0.919 -0.994 0.321
H -1.600 -0.307 -0.179
H -4.081 -1.080 2.876
H -0.300 -3.519 -0.990
C -1.526 -0.644 2.567
H 3.854 1.866 -0.361
N -0.341 3.085 0.247
H 0.194 0.826 0.588
P 3.892 3.209 -2.869
H -5.038 -3.272 3.618
O 3.674 3.901 0.061
N 1.667 5.255 -1.545
H -1.553 3.364 -3.090
H 4.921 1.321 -2.189
H 3.692 4.480 -4.555
H 2.547 5.477 -1.999
H 1.187 -0.606 0.736
O 3.971 5.183 1.671
C 3.072 2.652 -0.266
C 1.260 3.857 -1.729
H -3.228 -2.617 0.340
B 0.319 3.733 -3.060
H -1.360 -5.722 -1.236
H -1.791 -1.088 3.524
C -4.166 -1.921 2.184
N 3.864 4.045 1.436
H 0.572 -0.961 2.956
H 0.453 -4.385 1.823
O -0.744 2.825 -3.133
H 0.613 3.972 -4.957
H -0.905 -2.934 2.950
H 0.109 0.735 2.945
H 0.866 -2.865 1.100
C -0.163 -4.261 -0.200
H 4.038 1.012 -3.571
H -4.191 -4.094 2.311
H 2.343 2.283 0.475
H -3.287 -3.304 3.625
O 3.334 3.596 -4.385
H -1.212 -6.035 0.495
N 1.336 0.494 -2.264
C 1.831 1.469 -2.030
H 0.953 5.906 -1.859
H -5.155 -1.823 1.730
N 4.677 1.672 -3.114
C 0.299 3.530 -0.555
C -0.074 -0.227 2.468
H -1.966 -3.746 1.837
H 0.755 -4.794 -0.461
C -1.152 -3.030 1.893
C 2.440 2.827 -1.697
H -2.189 0.193 2.343
C -1.323 -5.249 -0.255
H -0.589 -1.718 -0.412
C 0.061 -3.600 1.168
H -3.404 -0.873 0.505
C -3.159 -1.787 1.045
O 0.559 4.533 -4.168
N -1.696 -1.671 1.451
C 0.205 -0.194 0.969
```

---

Q: Which formula does entry 6 have?
A: C9H24N3